62
Properties=species:S:1:pos:R:3:forces:R:3 method="wB97M-V/def2-TZVPD" orbital_gap_ev="7.52 / 5.13" total_charge=0 fmax_ev_per_a=0.58 multiplicity=5 lumo_ha="0.0191 / -0.0815"
Ir -0.5825 0.0307 -0.2971 0.137 0.015 0.140
C 0.5271 0.1018 -4.4116 -0.028 0.000 0.051
C 0.3995 -0.3928 -2.9935 0.264 -0.409 0.005
O -0.1766 0.4475 -2.1856 -0.302 0.246 0.204
C 0.8760 -1.6418 -2.6659 -0.089 0.345 -0.192
C 0.8830 -2.2571 -1.3868 0.030 -0.083 0.297
C 1.5289 -3.6031 -1.2260 -0.013 0.044 -0.025
N 0.3619 -1.6758 -0.3390 0.136 -0.356 -0.145
N 0.4680 -2.3464 0.8832 -0.137 0.069 0.091
C -0.2064 -1.7221 1.7923 0.082 -0.191 0.024
O -0.9007 -0.6218 1.5926 0.055 0.445 -0.362
C -0.1726 -2.2458 3.1796 0.005 0.011 0.001
C -0.6352 -1.4540 4.2235 -0.054 0.041 0.018
C -0.5640 -1.9072 5.5323 0.010 -0.019 -0.005
C -0.0339 -3.1587 5.8046 -0.007 0.004 0.000
C 0.4224 -3.9569 4.7626 0.007 -0.006 0.036
C 0.3567 -3.5044 3.4571 -0.019 0.021 -0.025
H 0.2694 1.1566 -4.4577 0.005 0.023 0.011
H -0.1495 -0.4514 -5.0639 -0.027 0.004 -0.018
H 1.5400 -0.0403 -4.7843 0.017 -0.008 -0.017
H 1.3221 -2.2074 -3.4716 0.018 -0.007 0.005
H 1.8370 -3.9921 -2.1931 0.010 -0.004 -0.009
H 0.8430 -4.3001 -0.7478 -0.012 -0.012 -0.010
H 2.3978 -3.5239 -0.5730 0.017 -0.004 0.012
H -1.0507 -0.4821 3.9994 -0.010 0.031 -0.024
H -0.9211 -1.2808 6.3390 -0.013 0.007 0.019
H 0.0225 -3.5138 6.8251 0.003 -0.011 0.017
H 0.8351 -4.9344 4.9731 0.003 -0.029 -0.002
H 0.7119 -4.1130 2.6383 0.025 -0.016 -0.017
Se -0.3130 6.0077 1.1218 0.032 0.041 0.036
N -1.3201 5.5308 -0.1801 -0.032 0.344 -0.070
C -1.7222 4.2963 -0.5778 -0.028 -0.099 0.109
C -2.6785 4.1937 -1.5707 -0.079 -0.018 -0.050
C -3.1333 2.9362 -1.9552 0.020 0.035 0.072
C -2.5912 1.8279 -1.3636 -0.103 -0.131 0.103
N -1.6055 1.8780 -0.4305 -0.046 0.136 -0.044
C -1.1876 3.0851 -0.0028 -0.015 -0.105 -0.288
N -0.2872 3.3161 0.9677 -0.053 -0.144 0.202
H -3.0673 5.1009 -2.0097 -0.005 0.030 -0.011
H -3.9018 2.8225 -2.7050 -0.017 -0.017 -0.006
H -2.9360 0.8352 -1.6138 0.084 0.013 -0.076
C 1.9512 6.1736 6.3497 -0.009 -0.008 -0.014
C 1.6630 5.1912 5.2487 0.024 -0.003 0.008
C 2.5603 5.0024 4.2043 0.007 -0.001 -0.005
C 2.3198 4.0812 3.1938 0.048 -0.051 0.070
C 3.3258 3.9049 2.0899 -0.023 -0.015 -0.047
C 1.1306 3.3483 3.2380 -0.030 0.027 -0.094
Se 0.7232 2.1465 1.7883 0.100 -0.250 -0.019
C 0.2041 3.5132 4.2689 0.032 0.027 0.039
C -1.0979 2.7645 4.3590 -0.033 -0.052 -0.029
C 0.4999 4.4370 5.2663 -0.015 -0.015 -0.029
H 2.8582 6.7395 6.1461 0.018 0.017 0.001
H 2.0813 5.6562 7.3014 0.004 0.004 0.015
H 1.1282 6.8784 6.4699 -0.015 0.012 0.005
H 3.4719 5.5881 4.1751 0.024 -0.012 0.008
H 4.2560 4.4107 2.3392 0.027 0.023 -0.005
H 2.9528 4.3170 1.1500 -0.010 0.003 -0.013
H 3.5457 2.8506 1.9153 0.032 0.029 -0.005
H -1.2219 2.0218 3.5721 0.006 0.014 0.045
H -1.9336 3.4618 4.2916 -0.031 0.014 -0.023
H -1.1715 2.2563 5.3214 -0.006 -0.009 0.008
H -0.2086 4.5717 6.0762 -0.024 0.006 0.026